C59H126N4O6P2 | ωB97M-V with the def2-TZVPD basis set

```
! wB97M-V def2-TZVPD RIJCOSX def2/J DEFGRID3
* xyz 4 1
C -0.5082 4.5522 -6.3905
C -1.2137 4.0662 -5.1465
C -1.8960 2.7072 -5.4081
C -2.2899 1.9743 -4.1508
C -1.0973 1.8304 -3.2333
C -0.4362 3.0881 -2.7369
N -0.1878 3.9942 -3.9858
O 0.6859 4.6581 -3.9752
C 0.8612 2.8079 -1.9557
C -1.3036 3.9694 -1.7729
C -2.2446 5.0576 -4.6043
H -1.1846 4.5344 -7.2377
H 0.2291 3.7614 -6.5339
H 0.0001 5.5105 -6.2855
H -1.1632 2.1534 -5.9928
H -2.7478 2.9025 -6.0158
H -2.7111 0.9533 -4.3258
H -3.1055 2.5228 -3.6741
H -0.2441 1.4125 -3.8325
H -1.3684 1.1265 -2.4661
H 1.6790 2.3572 -2.5126
H 0.5291 2.2229 -1.1231
H 1.3267 3.7720 -1.6515
H -1.3089 3.3745 -0.8537
H -2.2792 4.1178 -2.2023
H -0.7804 4.9102 -1.5662
H -1.7045 5.9653 -4.3477
H -2.8381 4.7025 -3.7764
H -2.9224 5.2736 -5.4413
C 1.0663 -2.0420 -5.6333
C -0.1431 -2.3710 -4.7092
C -0.6362 -3.8576 -4.7546
C 0.2798 -4.8579 -4.1131
C 0.4188 -4.5056 -2.6052
C 1.0062 -3.1183 -2.3500
N 0.3907 -2.1306 -3.3115
O 0.4509 -0.8975 -2.9061
C 2.5391 -3.0559 -2.6888
C 0.8865 -2.7760 -0.8887
C -1.2505 -1.3815 -4.9816
H 0.7196 -1.9933 -6.6817
H 1.8683 -2.7761 -5.5623
H 1.4515 -1.1040 -5.2775
H -1.0148 -4.0960 -5.7427
H -1.5618 -3.7651 -4.1991
H 1.2326 -4.8792 -4.6394
H -0.1460 -5.8548 -4.1791
H 1.0327 -5.1544 -2.0391
H -0.5346 -4.5093 -2.1439
H 2.9662 -2.0961 -2.7597
H 2.7580 -3.4859 -3.6684
H 3.0280 -3.6146 -1.9198
H -0.1362 -2.4628 -0.6571
H 1.4989 -1.9123 -0.7120
H 1.2169 -3.5692 -0.2261
H -1.9588 -1.3136 -4.1637
H -1.6727 -1.7276 -5.9205
H -0.8291 -0.3736 -5.0821
C -6.5467 -0.7310 -2.4040
C -6.4466 -1.2077 -3.8932
C -7.5597 -2.2342 -4.2746
C -8.9446 -1.6070 -4.4005
C -8.8658 -0.6078 -5.5193
C -7.8810 0.5828 -5.3508
N -6.5093 0.1526 -4.7478
O -5.6276 0.7546 -4.7827
C -8.4681 1.6796 -4.3404
C -7.5732 1.1249 -6.7093
C -5.0270 -1.6709 -4.0774
H -7.5950 -0.4532 -2.1507
H -5.8168 0.0483 -2.2378
H -6.2645 -1.5743 -1.7809
H -7.5314 -3.0196 -3.5549
H -7.2832 -2.6509 -5.2647
H -9.2341 -1.1657 -3.4437
H -9.6658 -2.3889 -4.6738
H -9.8055 -0.1217 -5.7552
H -8.5478 -1.1338 -6.3987
H -7.6622 2.1425 -3.8088
H -9.1973 1.2626 -3.6758
H -8.9423 2.4313 -4.9843
H -8.4574 1.2778 -7.3034
H -6.8810 0.4531 -7.1836
H -7.0699 2.0858 -6.5917
H -4.2135 -1.0174 -3.7808
H -4.8253 -1.9115 -5.1433
H -4.9025 -2.5725 -3.4638
C 10.1971 1.3006 7.8566
C 9.0858 0.6058 7.0409
C 9.1391 0.8215 5.5241
C 7.8345 0.4593 4.7775
P 8.0723 0.4414 3.0307
C 8.9667 -0.9806 2.4300
C 8.8792 -2.3710 3.0880
C 9.8047 -3.3992 2.3821
C 11.2866 -3.0678 2.6072
C 6.5332 0.5366 2.1707
C 5.5733 -0.5870 2.5219
C 4.2233 -0.4224 1.8580
C 3.3942 -1.6477 2.2307
C 9.0174 1.8490 2.4444
C 8.5167 3.1419 3.0381
C 9.1161 4.4315 2.4198
C 8.4735 5.6248 3.0524
H 10.0568 1.0917 8.9139
H 10.2039 2.3934 7.7475
H 11.1817 0.9621 7.5161
H 8.0723 0.8972 7.3596
H 9.1905 -0.4560 7.2766
H 9.9850 0.2186 5.2048
H 9.3842 1.8676 5.2950
H 7.0868 1.2298 5.0392
H 7.3414 -0.5040 4.9991
H 10.0017 -0.7044 2.3614
H 8.6786 -1.1207 1.3797
H 7.8539 -2.7632 3.1203
H 9.1737 -2.2667 4.1588
H 9.5512 -3.3869 1.3059
H 9.5285 -4.3386 2.8525
H 11.6407 -2.1828 2.0778
H 11.8752 -3.8870 2.2228
H 11.5246 -3.0230 3.6640
H 6.7547 0.5077 1.1045
H 6.0875 1.5111 2.3994
H 5.4128 -0.7013 3.5652
H 5.9327 -1.5607 2.1693
H 4.3451 -0.2241 0.7921
H 3.8234 0.4784 2.2966
H 2.3542 -1.6137 1.8687
H 3.4490 -1.7996 3.3284
H 3.8922 -2.5491 1.8112
H 8.9674 1.8019 1.3435
H 10.0716 1.6817 2.6351
H 8.7772 3.1773 4.0757
H 7.4072 3.2324 3.0344
H 8.9656 4.4532 1.3449
H 10.2164 4.4101 2.5900
H 8.8361 6.5593 2.6056
H 8.5752 5.6604 4.1300
H 7.3797 5.5540 2.8928
C 0.5314 0.4977 1.3104
C 0.3070 0.3824 2.8310
C -1.0517 -0.1267 3.3121
C -2.2620 0.8074 2.9575
P -3.9243 0.1784 3.3439
C -5.1048 1.1853 2.4919
C -4.8845 1.4745 0.9928
C -6.0861 2.2428 0.3611
C -6.1811 3.6737 1.0175
C -4.0303 -1.4674 2.6800
C -5.4498 -2.0444 2.6162
C -5.5530 -3.5417 2.2080
C -5.4993 -4.4514 3.4510
C -4.2746 0.3048 5.1182
C -4.0780 -0.9640 5.8950
C -2.6502 -1.4376 6.1525
C -2.4715 -2.4336 7.3021
H -0.3868 0.8396 0.8471
H 0.6744 -0.5350 0.9166
H 1.4381 1.0702 1.1358
H 0.4427 1.4095 3.2865
H 1.1081 -0.1655 3.3726
H -1.1237 -0.1623 4.4040
H -1.3068 -1.1311 2.9653
H -2.1008 1.0120 1.9119
H -2.0625 1.7261 3.5290
H -5.1722 2.0812 3.1174
H -6.0884 0.6905 2.5431
H -4.6070 0.5504 0.4892
H -3.9330 1.9929 0.7823
H -6.9491 1.6160 0.5326
H -5.8869 2.3877 -0.7091
H -5.3173 4.2677 0.7785
H -6.2159 3.5750 2.1126
H -7.0890 4.1699 0.7144
H -3.3737 -2.1283 3.2545
H -3.4924 -1.4192 1.7409
H -5.9243 -1.4115 1.8770
H -6.0269 -1.8914 3.5150
H -4.6879 -3.7801 1.5602
H -6.4663 -3.7409 1.6091
H -5.2949 -5.4518 3.0840
H -6.4188 -4.4406 4.0263
H -4.7451 -4.1356 4.1662
H -5.2457 0.7465 5.2918
H -3.5480 1.0397 5.4629
H -4.7144 -1.7576 5.4695
H -4.5221 -0.7597 6.8766
H -2.0709 -0.5261 6.3550
H -2.2301 -1.8182 5.1810
H -1.4251 -2.6553 7.5297
H -3.0406 -3.3396 7.0540
H -2.7993 -1.9471 8.2482
N -2.4368 -1.0326 -1.1316
O -2.1732 -1.2670 0.0704
O -2.1624 -1.9213 -2.0787
O -3.0117 0.0942 -1.4772
*
```

The value obtained for the orbital gap is 6.456 eV. Its HOMO energy is -16.81 eV. As for the max |F|: 0.2963 hartree/bohr. Its electronic energy is -100007.764 eV.

C59H132N7O14 | ωB97M-V with the def2-TZVPD basis set

```
! wB97M-V def2-TZVPD RIJCOSX def2/J DEFGRID3
* xyz 3 1
C -1.9403 -2.5466 4.2582
C -0.4998 -2.6451 4.7536
C -0.5179 -2.5431 6.3190
N 0.9356 -2.1331 6.9050
C 0.7189 -1.9067 8.4128
C 1.8084 -1.2688 9.1680
C 2.0844 0.1541 8.5601
C 2.2755 0.1208 7.0944
C 1.2741 -0.7189 6.3411
C 2.0602 -3.1915 6.6864
H -2.1054 -2.5343 3.1808
H -2.4919 -1.7374 4.7368
H -2.4682 -3.4337 4.6080
H 0.1130 -1.9042 4.2402
H 0.0033 -3.5461 4.4025
H -0.9901 -3.4268 6.7481
H -1.0471 -1.6918 6.7473
H -0.2845 -1.4940 8.5182
H 0.5350 -2.9415 8.7015
H 1.5025 -1.0872 10.1983
H 2.6431 -1.9691 9.1400
H 1.2337 0.8335 8.5057
H 2.8963 0.6678 9.0749
H 2.6802 1.0131 6.6167
H 3.2479 -0.3612 6.9936
H 0.3357 -0.1657 6.3787
H 1.6946 -0.9174 5.3553
H 3.0253 -2.7228 6.4939
H 1.8927 -3.7640 5.7741
H 2.2531 -3.9379 7.4570
C 3.1539 2.2224 1.1881
C 4.4872 1.9585 0.5036
C 5.2937 3.3374 0.2095
N 6.8026 3.2278 -0.0872
C 7.1465 2.0149 -0.9460
C 6.7806 2.2049 -2.4597
C 7.3166 3.4931 -3.0926
C 6.9583 4.7235 -2.2392
C 7.4348 4.4782 -0.7197
C 7.5051 3.0546 1.2971
H 3.3011 3.0085 1.9287
H 2.6263 1.3634 1.6027
H 2.5940 2.7089 0.3894
H 4.3164 1.2813 -0.3332
H 5.1248 1.3859 1.1771
H 5.1685 3.9639 1.0927
H 4.7456 3.8779 -0.5622
H 6.6802 1.1668 -0.4447
H 8.2318 1.9793 -0.8517
H 5.7077 2.0942 -2.6168
H 7.2327 1.4501 -3.1032
H 6.9153 3.8043 -4.0570
H 8.3782 3.2470 -3.1161
H 5.9103 5.0230 -2.2403
H 7.3462 5.6266 -2.7104
H 7.1402 5.2856 -0.0493
H 8.5142 4.3273 -0.6995
H 7.3685 3.9921 1.8362
H 8.5672 2.9953 1.0594
H 7.1256 2.1839 1.8319
C 0.0322 -7.8510 -1.8989
C -1.3901 -7.8835 -1.3179
C -1.8188 -6.4478 -0.9580
N -3.1167 -6.2137 -0.1288
C -4.3563 -6.3305 -1.0947
C -5.7483 -6.6250 -0.4453
C -5.7412 -7.6942 0.6666
C -4.8238 -7.1755 1.6768
C -3.3439 -7.0369 1.2230
C -3.1586 -4.7341 0.3591
H 0.7917 -8.4404 -1.3852
H 0.4616 -6.8593 -2.0408
H -0.1053 -8.2164 -2.9166
H -1.3445 -8.5712 -0.4735
H -2.0389 -8.4021 -2.0238
H -1.9418 -5.8719 -1.8752
H -1.0005 -5.9797 -0.4108
H -4.1941 -7.1940 -1.7398
H -4.2897 -5.4383 -1.7172
H -6.4673 -6.8843 -1.2225
H -5.9219 -5.5741 -0.2140
H -5.3886 -8.6887 0.3934
H -6.7584 -7.7410 1.0555
H -4.9034 -7.7867 2.5757
H -5.1243 -6.1823 2.0103
H -2.9740 -8.0371 0.9974
H -2.6822 -6.6739 2.0094
H -4.1118 -4.4796 0.8226
H -2.9150 -4.1627 -0.5366
H -2.4130 -4.6610 1.1508
C 5.1506 5.7182 -8.8267
C 4.0577 5.3827 -7.7280
C 4.5611 4.2366 -6.9027
N 3.4536 3.5025 -6.0698
C 2.8074 4.5161 -5.1199
C 1.9176 3.8405 -4.1281
C 2.6205 2.7657 -3.2698
C 3.3640 1.7501 -4.1377
C 4.1537 2.4874 -5.2297
C 2.4700 2.7442 -7.0162
H 5.9683 6.1582 -8.2559
H 4.8299 6.4280 -9.5892
H 5.6616 4.9162 -9.3595
H 3.0182 5.2558 -8.0302
H 4.0146 6.2054 -7.0143
H 5.4084 4.5621 -6.2993
H 4.9656 3.5435 -7.6403
H 3.6644 5.0890 -4.7656
H 2.1230 5.2408 -5.5611
H 1.4345 4.5855 -3.4958
H 1.1222 3.2639 -4.6002
H 3.3609 3.1862 -2.5893
H 1.9396 2.3489 -2.5277
H 4.0222 1.1264 -3.5328
H 2.5459 1.1631 -4.5550
H 4.9444 3.0681 -4.7547
H 4.5436 1.6436 -5.7990
H 3.0392 2.1348 -7.7181
H 1.9636 3.5826 -7.4944
H 1.5863 2.3224 -6.5371
C -3.9048 2.4365 -3.1982
C -4.5246 1.2935 -2.4318
C -6.1208 1.2144 -2.5690
N -6.7918 -0.0677 -1.9009
C -6.6867 0.0400 -0.3643
C -7.4349 -1.1267 0.2787
C -6.8649 -2.4944 -0.1781
C -6.8393 -2.6218 -1.6097
C -6.1869 -1.4140 -2.3978
C -8.3563 0.0695 -2.2263
H -3.6426 3.2963 -2.5816
H -4.5367 2.8354 -3.9917
H -2.9560 1.9749 -3.4721
H -4.1127 1.3556 -1.4245
H -4.1142 0.3592 -2.8149
H -6.2833 1.0047 -3.6262
H -6.6711 2.0211 -2.0847
H -5.6205 0.2430 -0.2629
H -7.2162 0.9143 0.0144
H -7.2994 -1.1686 1.3594
H -8.5248 -1.1147 0.2619
H -5.9105 -2.8337 0.2246
H -7.5291 -3.2706 0.2017
H -6.2525 -3.5098 -1.8444
H -7.8582 -2.6850 -1.9919
H -5.1152 -1.4060 -2.1991
H -6.3053 -1.5280 -3.4753
H -8.7798 -0.8527 -1.8284
H -8.3522 -0.0206 -3.3126
H -8.8267 1.0125 -1.9480
C -2.2394 -1.0571 0.1503
N -0.6772 -1.1022 0.1620
C -0.1703 -0.4289 1.4997
C -0.3144 -2.6285 0.0559
C -0.1945 -0.4485 -1.1936
C -0.5966 1.0627 -1.4659
O -0.3357 2.0865 -0.5862
H -2.6551 -1.6914 -0.6326
H -2.5661 -0.0180 0.1096
H -2.5180 -1.4714 1.1193
H 0.9114 -0.5462 1.4356
H -0.4764 -1.0292 2.3565
H -0.4858 0.6062 1.6307
H 0.7727 -2.5781 -0.0056
H -0.7858 -2.9279 -0.8801
H -0.5731 -3.2081 0.9421
H -0.4787 -1.0306 -2.0702
H 0.8901 -0.4078 -1.0932
H -1.6544 0.9992 -1.7211
H -0.0677 1.2651 -2.3972
H -1.1504 2.5527 -0.3851
C 0.4180 6.1920 0.2409
N 0.1352 5.8360 1.7069
C 1.1917 6.5696 2.5220
C -1.2882 6.3530 1.9470
C 0.2543 4.3018 1.8806
C -0.2224 3.7382 3.2428
O 0.7035 4.0031 4.3291
H 0.1190 7.2365 0.1534
H -0.2568 5.6688 -0.4367
H 1.4796 6.0331 0.0517
H 1.3616 7.6164 2.2700
H 2.1784 6.1101 2.4642
H 0.7288 6.5023 3.5065
H -1.7266 6.0607 2.9012
H -1.9574 5.8023 1.2858
H -1.3273 7.4317 1.7955
H 1.2883 4.0118 1.6937
H -0.3949 3.9937 1.0610
H -0.3328 2.6581 3.1464
H -1.2390 4.0135 3.5234
H 0.2128 3.8816 5.1453
O -3.8834 4.0398 1.6211
C -3.8352 3.1718 0.7378
O -2.7088 2.8901 0.1936
O -4.8631 2.4841 0.7017
H -4.7312 3.6362 1.8211
O 1.8310 -3.0000 2.4870
C 3.0728 -2.9171 2.9340
O 3.9430 -2.1492 2.5143
O 3.2374 -3.9264 3.6410
H 1.8696 -3.8792 2.8706
O -1.9864 -1.7111 -4.2665
C -2.2426 -2.8413 -3.6458
O -1.2640 -3.6621 -3.6797
O -3.2669 -3.0235 -3.0045
H -1.1301 -2.1450 -4.2650
O 1.3430 -6.3271 0.9720
C 0.5392 -6.5396 2.0274
O 0.5739 -7.5211 2.8036
O -0.3975 -5.6650 2.1848
H 0.8883 -5.4970 1.1326
*
```

The value obtained for the orbital gap is 4.588 eV. Its HOMO energy is -10.74 eV. The calculation puts the relative energy (zero: lowest compared OMol25 entry of this formula, charge and spin) at 9.442 eV. As for the max |F|: 0.1587 hartree/bohr. Its electronic energy is -102385.759 eV.

Among the records above, which one has the highest orbital gap?
C59H126N4O6P2